DFT (the ωB97M-V functional and the def2-TZVPD basis) results for a structure of composition C29H26F3NO6PPdS2Sb.

Summary:
E_HOMO (alpha / beta) in hartree: -0.166 / -0.192
Multiplicity: 2
Charge: -1
ΔE to the lowest compared entry with this formula, charge and spin in kcal per mole: 0.0

Geometry (Å):
Pd1 -0.37060 0.41517 -0.92769
O1 1.53069 -0.47873 -1.67852
C1 2.10779 -1.43436 -1.17115
C2 1.93851 -2.01260 0.14341
C3 2.74498 -3.12243 0.40588
C4 2.70454 -3.75717 1.61975
C5 1.84532 -3.29212 2.63739
C6 1.05248 -2.21321 2.42008
C7 1.03839 -1.49801 1.16052
O2 0.28691 -0.50844 1.00874
N1 3.55191 -4.90357 1.86124
O3 3.49305 -5.43788 2.95948
O4 4.29482 -5.27925 0.96751
H1 2.88410 -1.93915 -1.77454
H2 3.41781 -3.49421 -0.35663
H3 1.83689 -3.81188 3.58521
H4 0.38836 -1.84193 3.19014
C8 -5.27549 1.13373 -4.14138
C9 -4.89837 1.44422 -2.70779
O5 -4.58682 0.22926 -2.01095
P1 -3.04306 -0.00669 -1.58703
S1 -2.53644 1.27920 -0.14200
S2 -1.82887 0.05738 -3.13263
O6 -3.17958 -1.50379 -1.04567
C10 -3.07048 -1.86128 0.34196
C11 -4.38983 -1.67129 1.05806
H5 -5.56079 2.04926 -4.66398
H6 -6.11322 0.43623 -4.17397
H7 -4.42321 0.68893 -4.65474
H8 -5.72479 1.91042 -2.16822
H9 -4.04424 2.12583 -2.67452
H10 -2.27452 -1.27355 0.80190
H11 -2.76834 -2.90864 0.33645
H12 -4.66145 -0.61565 1.07174
H13 -4.30681 -2.02336 2.08850
H14 -5.18018 -2.23203 0.55756
F1 -2.73169 5.31458 3.78521
C12 -1.83636 4.79721 2.90896
C13 -1.19552 5.65385 2.03826
C14 -0.27926 5.11414 1.14320
C15 -0.02258 3.74706 1.12214
C16 -0.68170 2.91644 2.02728
C17 -1.60065 3.43869 2.92800
Sb1 1.38624 2.83805 -0.21450
C18 0.31299 3.11525 -2.04725
C19 -0.89197 3.80619 -2.15234
C20 -1.51481 3.97239 -3.38025
C21 -0.90987 3.44403 -4.50177
F2 -1.51625 3.60151 -5.70192
C22 0.28294 2.75634 -4.44617
C23 0.88440 2.59133 -3.20626
C24 2.57547 4.62840 -0.47129
C25 2.36407 5.55099 -1.49566
C26 3.15199 6.68961 -1.61945
C27 4.15670 6.89236 -0.69778
F3 4.93119 7.99953 -0.80759
C28 4.40706 6.00902 0.33071
C29 3.61046 4.87639 0.43018
H15 -1.41258 6.71338 2.06689
H16 0.23901 5.77548 0.45792
H17 -0.49510 1.84774 2.02048
H18 -2.13428 2.80699 3.62528
H19 -1.37274 4.19392 -1.26224
H20 -2.46138 4.48867 -3.47388
H21 0.70756 2.33648 -5.34786
H22 1.80115 2.01433 -3.14332
H23 1.57031 5.38158 -2.21388
H24 2.99636 7.41027 -2.41142
H25 5.20976 6.20950 1.02791
H26 3.80428 4.17171 1.23259



DFT (the ωB97M-V functional and the def2-TZVPD basis) results for a structure of composition C29H26N5O3Pt.

Summary:
E_HOMO (alpha / beta) in hartree: -0.609 / -0.609
Multiplicity: 1
Charge: +3
ΔE to the lowest compared entry with this formula, charge and spin in kcal per mole: 0.0

Geometry (Å):
Pt1 -0.58015 2.06353 1.25267
C1 -2.25686 4.60146 5.57137
C2 -1.46700 4.36799 4.32348
C3 -1.87883 4.92633 3.10813
C4 -1.11578 4.77160 1.97045
C5 0.10139 4.04612 2.00745
C6 0.51577 3.48504 3.24456
C7 -0.27987 3.61823 4.36411
H1 -2.02022 5.59279 5.96638
H2 -2.02009 3.87482 6.34586
H3 -3.32854 4.58610 5.37442
H4 -2.78665 5.51561 3.06937
H5 -1.40612 5.26865 1.05284
H6 0.81831 4.20758 1.20802
H7 1.48428 3.00698 3.31752
H8 0.04339 3.19121 5.30506
C8 6.11086 -6.93254 -6.27775
O1 5.06976 -5.91343 -6.18109
C9 4.66656 -5.45422 -5.05469
C10 5.17576 -5.87336 -3.78689
C11 4.65903 -5.32294 -2.66714
C12 3.62086 -4.32233 -2.74476
C13 3.11487 -3.91074 -4.03481
C14 3.62346 -4.46005 -5.14941
N1 3.21886 -3.83617 -1.60357
N2 2.23983 -3.07561 -1.39325
C15 2.06189 -1.93359 -0.84884
C16 3.14199 -0.95645 -0.71767
C17 2.94652 0.26323 -0.19439
C18 1.62832 0.64112 0.25481
O2 1.40225 1.75130 0.77651
C19 0.51824 -0.31312 0.13184
N3 -0.67503 0.11143 0.62063
C20 -1.69290 -0.73825 0.63923
C21 -1.57188 -2.03973 0.14871
C22 -0.37552 -2.46707 -0.37696
C23 0.70884 -1.58277 -0.38262
H9 6.21881 -7.11430 -7.33976
H10 5.78108 -7.83402 -5.76648
H11 7.03635 -6.54312 -5.85993
H12 5.95550 -6.61761 -3.72750
H13 5.01144 -5.61172 -1.68532
H14 2.32487 -3.17280 -4.08960
H15 3.27634 -4.19587 -6.13910
H16 4.12595 -1.25803 -1.05624
H17 3.74652 0.98278 -0.08307
H18 -2.62846 -0.37663 1.04062
H19 -2.42981 -2.69631 0.18525
H20 -0.26790 -3.46892 -0.77072
N4 -6.74704 3.24197 -0.46070
C24 -5.50809 2.73443 -0.56086
O3 -4.96543 2.42516 -1.60140
C25 -4.74156 2.51518 0.72877
C26 -5.28551 2.28104 1.98357
C27 -4.43752 1.98571 3.04496
C28 -3.07660 1.94507 2.83023
N5 -2.55401 2.17681 1.61386
C29 -3.36593 2.45338 0.58523
H21 -7.26834 3.38954 -1.31152
H22 -7.13178 3.59772 0.39591
H23 -6.35676 2.29382 2.14092
H24 -4.82643 1.77730 4.03157
H25 -2.37501 1.72040 3.62273
H26 -2.92626 2.61024 -0.39100



DFT (the ωB97M-V functional and the def2-TZVPD basis) results for a cluster of 2 separate species, C29H26O3P in total.

Summary:
E_HOMO in hartree: -0.401
Multiplicity: 1
Charge: +1

Geometry (Å):
C1 -5.09226 1.15096 -2.31780
C2 -4.97732 1.10372 -0.92566
C3 -3.77124 1.44711 -0.30200
C4 -2.66510 1.71397 -1.11279
O1 -1.39676 1.76141 -0.51172
P1 -0.16843 1.13198 -1.43958
O2 1.16969 1.77459 -0.69931
C5 2.38705 1.40358 -1.28189
C6 3.40403 1.01691 -0.40914
C7 4.50291 0.32600 -0.93388
C8 4.60914 0.13948 -2.31963
C9 3.64223 0.65991 -3.18655
C10 2.50392 1.29255 -2.67801
O3 -0.00767 -0.36951 -0.71664
C11 -0.31138 -1.54046 -1.40439
C12 0.34817 -2.70696 -1.00342
C13 -0.06499 -3.92966 -1.54616
C14 -1.13520 -3.97220 -2.45184
C15 -1.75445 -2.78434 -2.87329
C16 -1.29436 -1.55116 -2.39503
C17 -2.76301 1.79571 -2.50645
C18 -4.00264 1.55035 -3.10009
H1 -6.03307 0.87568 -2.79985
H2 -5.82393 0.80833 -0.29938
H3 -3.64434 1.43365 0.77874
H4 3.27111 1.19567 0.65432
H5 5.26094 -0.04067 -0.23913
H6 5.46592 -0.40012 -2.72798
H7 3.76264 0.57060 -4.26558
H8 1.71318 1.67030 -3.32412
H9 1.16260 -2.63158 -0.28054
H10 0.45388 -4.84493 -1.25073
H11 -1.49344 -4.93576 -2.82696
H12 -2.58828 -2.79218 -3.57178
H13 -1.72289 -0.62248 -2.77857
H14 -1.87790 1.99567 -3.12095
H15 -4.09502 1.64601 -4.18886
C19 -1.33648 0.60032 2.99220
C20 -1.97642 2.03503 3.06396
C21 -0.80071 2.94533 2.86954
C22 0.36052 2.22796 2.66529
C23 0.11622 0.83508 2.74138
C24 1.10373 -0.19226 2.87465
C25 2.48698 0.12281 2.92894
C26 3.44464 -0.87072 3.06068
C27 3.07142 -2.21438 3.19179
C28 1.70886 -2.53887 3.21512
C29 0.73970 -1.55661 3.06447
H16 -1.49495 0.08259 3.95427
H17 -1.82153 0.00290 2.20805
H18 -2.76747 2.16330 2.31153
H19 -2.45657 2.16027 4.04592
H20 -0.91421 4.02367 2.87972
H21 1.35312 2.63769 2.50846
H22 2.79652 1.17115 2.90049
H23 4.50031 -0.59773 3.08592
H24 3.83066 -2.99304 3.31637
H25 1.39949 -3.57104 3.37265
H26 -0.31753 -1.81561 3.10527



Asked for M across the records above, the calculation gives 864.8; 687.6; 453.5 g/mol in order.